C18H15ClN2O2 | wB97M-V/def2-TZVPD

XYZ file:
```
38
Properties=species:S:1:pos:R:3:forces:R:3
C -2.6004 2.4463 5.6229 -0.227 -0.056 0.069
O -1.3058 2.7560 5.1652 0.295 0.059 -0.143
C -0.9854 2.4785 3.8754 0.189 0.002 -0.171
C -1.8456 1.9108 2.9387 -0.119 0.042 0.356
C -1.4064 1.6794 1.6506 0.286 0.108 -0.122
C -0.1112 2.0063 1.2537 -0.315 0.038 0.458
C 0.3121 1.7470 -0.1227 -0.073 -0.376 -0.671
C 1.4334 2.3982 -0.7251 0.060 -0.146 -0.465
C 1.7539 2.1090 -2.0052 0.042 0.126 0.314
C 0.9897 1.1454 -2.7694 -0.148 -0.004 0.052
O 1.1999 0.8145 -3.9228 0.219 0.009 -0.192
N -0.0760 0.6044 -2.0553 0.313 0.159 -0.485
C -0.9130 -0.3859 -2.6965 -0.197 -0.149 -0.353
C -0.6107 -1.8019 -2.2709 0.035 -0.075 0.053
C -1.4573 -2.8217 -2.6925 0.058 0.076 0.026
C -1.2082 -4.1333 -2.3353 -0.020 0.026 -0.023
C -0.1143 -4.4516 -1.5479 0.103 0.015 0.067
C 0.7241 -3.4331 -1.1304 -0.222 0.014 -0.169
Cl 2.0949 -3.8039 -0.1448 0.185 -0.059 0.131
C 0.4880 -2.1147 -1.4864 -0.013 -0.020 -0.017
N -0.3943 0.8917 -0.8092 -0.143 0.189 0.988
C 0.7476 2.5654 2.2022 -0.174 -0.101 -0.145
C 0.3185 2.7968 3.4890 -0.193 0.023 0.252
H -2.6219 2.7463 6.6693 -0.048 -0.039 -0.077
H -3.3651 3.0029 5.0718 0.030 -0.034 0.012
H -2.8064 1.3738 5.5500 0.003 0.043 -0.010
H -2.8577 1.6474 3.2026 -0.082 -0.008 0.048
H -2.0721 1.2387 0.9256 -0.084 -0.026 -0.033
H 1.9972 3.1300 -0.1679 0.061 0.058 0.026
H 2.5825 2.5770 -2.5144 0.040 0.025 -0.038
H -1.9569 -0.1532 -2.4689 0.141 0.044 -0.023
H -0.7401 -0.2877 -3.7741 -0.105 0.013 0.232
H -2.3125 -2.5825 -3.3066 -0.123 0.023 -0.075
H -1.8695 -4.9180 -2.6699 -0.060 -0.073 -0.027
H 0.0863 -5.4720 -1.2630 0.039 -0.082 0.044
H 1.1660 -1.3480 -1.1463 0.057 0.072 0.047
H 1.7683 2.8034 1.9459 0.107 0.038 -0.022
H 0.9790 3.2247 4.2265 0.083 0.044 0.085
```
Positions in Å, forces in eV/Å.

The charge is 0. The HOMO-LUMO gap comes out at 8.17 eV. Its HOMO energy is -8.14 eV. The SMILES is COc1ccc(-c2ccc(=O)n(Cc3cccc(Cl)c3)n2)cc1.

From a natural (NBO) analysis of the wavefunction, the atomic charges in e read: -0.2529 -0.4879 0.3145 -0.3241 -0.0911 -0.1284 0.1397 -0.1742 -0.2464 0.5797 -0.6231 -0.2060 -0.2466 -0.0233 -0.2100 -0.1865 -0.2458 -0.0298 0.0037 -0.1908 -0.1968 -0.1672 -0.2557 0.2023 0.1769 0.1778 0.2201 0.2215 0.2228 0.2350 0.2230 0.2612 0.2117 0.2175 0.2274 0.2180 0.2083 0.2256



C18H15CoF5IN3O2STe | wB97M-V/def2-TZVPD

XYZ file:
```
47
Properties=species:S:1:pos:R:3:forces:R:3
Co 0.4916 0.7158 -0.1887 -0.132 -0.046 -0.003
O -1.3619 0.0016 -0.5208 0.150 -0.377 -0.012
N -1.6212 -0.2861 -1.7882 0.048 0.222 0.026
C -2.5576 -1.2178 -2.0416 -0.020 0.002 0.006
C -2.9537 -1.4997 -3.3200 -0.007 0.009 -0.003
C -2.3486 -0.8048 -4.3717 -0.008 -0.025 -0.009
C -1.3728 0.1144 -4.0971 0.023 0.003 0.037
C -0.9717 0.3785 -2.7762 0.091 -0.158 -0.053
S 0.3203 1.4153 -2.3701 0.162 0.039 0.154
H -2.9421 -1.6948 -1.1535 0.002 -0.001 -0.005
H -3.6994 -2.2631 -3.4886 0.007 -0.002 -0.005
H -2.6155 -1.0216 -5.3982 -0.008 0.000 0.000
H -0.8309 0.6196 -4.8836 -0.020 0.016 0.000
C 0.7338 -3.6343 3.6444 -0.004 0.002 0.014
C 0.2068 -2.5583 4.3533 -0.001 -0.005 -0.007
C 0.0143 -1.3393 3.7302 0.041 -0.017 0.036
C 0.3510 -1.1861 2.3828 0.047 0.060 0.000
C 0.8804 -2.2504 1.6714 -0.035 -0.012 -0.050
C 1.0662 -3.4721 2.3110 0.008 0.007 -0.048
N 0.1457 0.0850 1.7173 0.035 -0.126 0.197
N -0.4865 0.8869 2.4297 -0.112 0.106 -0.018
C -0.7340 2.1182 1.8158 0.001 -0.014 0.031
C -1.3819 3.0957 2.5663 -0.003 0.060 -0.027
C -1.6209 4.3250 1.9821 -0.011 -0.005 0.038
C -1.2099 4.5372 0.6657 0.009 0.013 -0.019
C -0.5742 3.5415 -0.0636 0.031 0.024 0.041
C -0.3125 2.2898 0.4970 -0.016 0.032 -0.130
H 0.8870 -4.5883 4.1365 -0.001 0.002 -0.001
H -0.0513 -2.6693 5.4005 0.003 0.001 0.001
H -0.3896 -0.4988 4.2744 0.019 -0.018 -0.005
H 1.1425 -2.1028 0.6258 0.021 0.017 0.014
H 1.4822 -4.2951 1.7430 0.004 0.003 0.004
H -1.6712 2.8805 3.5884 -0.003 -0.012 -0.004
H -2.1147 5.1144 2.5368 -0.001 -0.002 0.002
H -1.3945 5.5023 0.2034 0.009 -0.002 -0.005
H -0.2774 3.7378 -1.0871 -0.019 0.018 0.016
F 0.5673 -1.9690 -3.0624 -0.037 0.264 -0.180
Te 2.3906 -1.3927 -2.3221 -0.127 -0.422 0.259
F 3.5140 0.3207 -2.6265 -0.356 0.143 -0.054
F 3.9753 -1.6800 -1.2042 0.050 0.036 -0.252
F 2.4560 -3.3125 -2.0807 -0.208 0.019 0.108
F 2.9595 -1.8511 -4.2331 0.322 -0.034 0.182
O 1.4338 -0.9550 -0.7539 -0.026 0.073 -0.184
I 2.8015 2.3545 2.0405 -0.009 0.020 0.021
C 2.2430 1.4883 0.1122 0.017 0.036 -0.189
H 2.9919 0.7137 -0.0184 -0.004 0.018 0.013
H 2.4391 2.3063 -0.5781 0.067 0.031 0.062
```
Positions in Å, forces in eV/Å.

The charge is -2. The HOMO-LUMO gap (spin up / spin down) comes out at 5.50 / 6.67 eV. Its HOMO energy (spin up / spin down) is -1.17 / -2.34 eV. Its multiplicity is 2.

From a natural (NBO) analysis of the wavefunction, the atomic charges in e read: 0.8350 -0.6003 0.0190 0.0408 -0.2882 -0.1834 -0.2178 0.0704 -0.0923 0.2208 0.2064 0.2010 0.2251 -0.2303 -0.2376 -0.2394 0.1829 -0.2084 -0.2025 -0.1673 -0.1425 0.0632 -0.2030 -0.2772 -0.1999 -0.2717 -0.0962 0.1914 0.1914 0.2290 0.3108 0.2124 0.2007 0.1895 0.1885 0.2167 -0.7350 2.9543 -0.7124 -0.6887 -0.6787 -0.6946 -1.2199 -0.1083 -0.6519 0.2201 0.1781



C18H15CrN3OSSe4Te | wB97M-V/def2-TZVPD

XYZ file:
```
44
Properties=species:S:1:pos:R:3:forces:R:3
Cr -0.2493 -1.2776 -0.0570 -0.220 -0.008 0.308
C -0.3613 1.7417 3.0089 0.391 0.435 0.488
C -0.0409 0.5580 2.1730 0.244 0.069 0.261
N -0.6925 0.2790 1.1058 -1.050 1.199 -0.102
N -1.7211 1.1376 0.7161 0.601 -0.330 0.456
C -2.2552 0.6455 -0.3874 0.756 -0.470 0.246
O -1.8418 -0.4375 -0.9075 -0.398 -0.064 -1.038
C -3.2931 1.4553 -1.0580 -0.854 0.005 -0.615
C -3.8150 1.0730 -2.3154 0.413 0.817 0.345
C -4.6636 1.9627 -2.9784 -0.164 -0.713 0.215
C -5.1012 3.1273 -2.3695 -0.750 0.546 -0.356
C -4.6559 3.4773 -1.1085 0.593 -0.819 0.449
C -3.7590 2.6260 -0.4511 -0.288 0.056 -0.149
C 1.0377 -0.3801 2.4600 0.095 -1.047 -1.227
C 1.8628 -0.3322 3.5623 0.080 0.797 0.737
C 2.8127 -1.3016 3.7128 0.749 -1.662 -1.119
C 2.8798 -2.3586 2.7852 1.305 -0.132 0.991
C 2.0433 -2.3787 1.6856 -0.036 -0.084 0.535
N 1.1887 -1.3767 1.5108 -0.943 0.339 0.431
H 0.0467 2.6652 2.6037 0.495 -0.018 -0.210
H -0.0696 1.6800 4.0613 0.158 -0.269 -0.250
H -1.4033 1.9482 2.9742 -1.053 -0.192 -0.003
H -3.5287 0.1265 -2.7641 0.118 0.185 0.104
H -5.0760 1.7113 -3.9485 0.110 -0.115 0.009
H -5.8911 3.7200 -2.8669 0.709 -0.188 0.230
H -4.9919 4.3634 -0.5976 -0.200 0.168 -0.021
H -3.4687 2.8146 0.5776 0.209 0.172 -0.252
H 1.8283 0.4531 4.3200 -0.338 -0.077 -0.455
H 3.5670 -1.3003 4.4854 -0.208 0.220 0.312
H 3.6704 -3.1282 2.9507 -0.932 0.555 -0.357
H 2.0057 -3.2203 0.9811 0.082 0.648 0.083
Se -2.0432 -2.4589 1.3636 0.369 -0.237 -0.334
Se -0.9997 -4.5353 1.3351 0.184 -0.331 0.175
Se -0.6193 -5.0075 -0.9297 -0.423 0.053 0.307
Se 0.6828 -3.1650 -1.4996 0.079 0.485 -0.040
Te 1.3507 0.6277 -1.1960 0.537 -0.284 -0.287
C 3.0991 -0.2957 -2.0161 -0.854 0.424 0.367
C 3.6756 0.1328 -3.1789 0.281 -0.644 0.306
C 4.8981 -0.5662 -3.4362 0.412 0.043 -0.500
C 5.2337 -1.4915 -2.4796 -0.755 -0.015 0.121
S 4.0176 -1.5267 -1.2545 0.008 0.374 -0.214
H 3.1886 0.8630 -3.8242 0.368 -0.162 0.143
H 5.4783 -0.3681 -4.3400 -0.036 -0.222 0.309
H 5.9737 -2.2826 -2.4088 0.155 0.493 -0.398
```
Positions in Å, forces in eV/Å.

The charge is -1. The HOMO-LUMO gap (spin up / spin down) comes out at 5.84 / 5.71 eV. Its HOMO energy (spin up / spin down) is -3.94 / -4.00 eV. Its multiplicity is 4.

From a natural (NBO) analysis of the wavefunction, the atomic charges in e read: 0.8483 -0.6694 0.2311 -0.2672 -0.4547 0.5586 -0.7097 -0.0397 -0.1677 -0.2274 -0.2128 -0.2187 -0.1878 0.1848 -0.2364 -0.1572 -0.2438 0.0803 -0.4666 0.2406 0.2124 0.2544 0.2402 0.2071 0.2039 0.2055 0.2329 0.2219 0.2127 0.2188 0.2558 -0.3825 -0.0804 -0.0686 -0.4299 -0.0181 -0.4437 -0.3261 -0.2564 -0.4548 0.4464 0.2277 0.2083 0.2278



C18H15N3O6 | wB97M-V/def2-TZVPD

XYZ file:
```
42
Properties=species:S:1:pos:R:3:forces:R:3
O -2.3734 2.7092 0.3973 4.250 0.061 2.365
N -1.2764 2.6252 1.1493 -3.721 -1.081 -1.819
O -1.3024 2.7182 2.3503 0.006 0.511 -0.271
C -0.0464 2.1572 0.5493 4.341 -1.730 -2.972
C 1.1226 1.6602 1.4693 1.353 -0.935 -10.082
C 2.3396 1.0342 0.6973 -6.609 4.144 -2.990
C 2.4066 1.1012 -0.8287 -5.038 1.405 5.864
C 1.3516 1.4812 -1.6397 -3.580 2.316 7.250
C 0.0476 2.0712 -0.9997 5.032 -2.174 4.756
H 1.0596 1.5272 2.4503 -0.491 -0.119 4.010
H 3.1126 0.5382 1.1253 2.094 -1.130 1.828
H 3.1726 0.6452 -1.2407 3.962 -1.882 -2.011
H 1.5546 1.4552 -2.6037 0.006 -0.063 -4.600
H -0.8424 2.2772 -1.4767 -1.475 0.639 -1.351
O 4.9406 -1.5368 -1.7507 2.940 1.240 4.646
N 5.5576 -1.0508 -0.6997 -2.482 4.352 -2.964
O 5.9506 0.2332 -0.6927 -1.121 -5.724 -0.045
C 5.4846 -1.6818 0.6323 1.235 -2.792 2.980
C 4.8236 -3.0708 0.8263 -0.088 1.676 5.149
C 4.7936 -3.6428 2.3723 4.903 7.964 -4.675
C 5.6646 -2.9518 3.3353 -0.443 -0.639 1.136
C 6.2846 -1.7538 3.1793 1.638 3.161 -6.318
C 6.2816 -1.0758 1.7483 -4.147 -6.235 1.757
H 4.0346 -3.5088 0.1623 1.364 0.555 0.279
H 4.4226 -4.5058 2.6493 -2.229 -4.256 0.764
H 5.9906 -3.1588 4.4123 -1.558 -1.487 -1.407
H 7.0906 -1.2848 3.8293 -1.645 -0.833 -0.431
H 6.6726 -0.1518 1.7593 1.549 3.051 -0.853
O -9.2924 0.6882 -2.9457 2.635 1.320 1.558
N -8.4234 1.3982 -2.3587 -2.608 1.743 -0.732
O -8.6604 2.6022 -2.0297 1.061 -3.010 -0.837
C -7.1324 0.8472 -1.9887 4.733 -3.809 1.322
C -7.0584 -0.7328 -1.6787 2.044 1.263 0.466
C -5.7924 -1.3458 -1.0927 -2.443 9.645 -2.439
C -4.6484 -0.3408 -0.8417 -1.174 -2.643 -0.913
C -4.5884 0.9812 -1.2217 -1.836 0.290 -2.031
C -5.8434 1.6072 -1.9467 -1.360 -3.646 2.066
H -7.9724 -1.4048 -1.9797 1.902 1.598 0.840
H -5.8804 -2.3298 -0.9787 0.546 -3.854 0.823
H -3.6254 -0.6788 -0.5577 -1.245 -0.422 0.294
H -3.4684 1.3082 -1.0887 -2.871 0.692 -0.656
H -5.9314 2.5422 -2.4517 0.568 0.839 0.241
```
Positions in Å, forces in eV/Å.

The charge is 0. The HOMO-LUMO gap comes out at 7.33 eV. Its HOMO energy is -9.39 eV. The SMILES is O=[N+]([O-])c1ccccc1.O=[N+]([O-])c1ccccc1.O=[N+]([O-])c1ccccc1.

From a natural (NBO) analysis of the wavefunction, the atomic charges in e read: -0.4495 0.4736 -0.3121 0.0156 -0.1394 -0.1711 -0.1588 -0.1875 -0.1200 0.2094 0.2015 0.2053 0.2082 0.2276 -0.3486 0.4354 -0.3822 0.0006 -0.1594 -0.1468 -0.2373 -0.2066 -0.1027 0.2526 0.1992 0.2419 0.2369 0.2190 -0.3702 0.4627 -0.3652 0.0206 -0.1762 -0.2064 -0.1921 -0.2376 -0.1235 0.2517 0.2102 0.2168 0.2715 0.2330



Taking the records one at a time from the top gives relative energy (zero: lowest compared OMol25 entry of this formula, charge and spin) values of 7.6 22.3 0.5 300.6 kcal per mole.